C16H31NP2SeZn | wB97M-V/def2-TZVPD

DFT total energy: -5546.288830 a.u.
Kohn-Sham gap: 6.0 eV
HOMO level: -6.4 eV
ΔE to the lowest compared entry with this formula, charge and spin: 0.0 kJ/mol

Geometry as ORCA input:
```
! RIJCOSX wB97M-V def2-TZVPD def2/J DEFGRID3
* xyz 0 1
P 0.48 -3.53 2.58
P 0.82 3.18 0.08
C -0.72 -2.48 1.56
C -0.18 -1.45 0.59
H -1.33 -1.96 2.33
H -1.37 -3.23 1.07
H 0.13 -0.55 1.16
H 0.70 -1.83 0.03
C -0.34 4.50 0.64
H -0.93 4.04 1.44
H -0.99 4.84 -0.17
H 0.25 5.33 1.04
C 2.04 4.27 -0.75
H 1.64 4.87 -1.58
H 2.88 3.65 -1.11
H 2.42 4.95 0.02
C 0.35 -5.19 1.93
H 0.78 -5.90 2.64
H 0.89 -5.26 0.97
H -0.71 -5.43 1.76
C 2.13 -2.90 2.25
H 2.15 -1.81 2.33
H 2.45 -3.19 1.23
H 2.84 -3.33 2.97
Zn -1.03 -0.46 -1.06
C -0.27 2.35 -1.43
C -1.44 1.46 -1.20
C -2.40 1.45 -2.41
C -1.81 0.61 -3.58
C -1.04 -0.61 -3.07
C 0.28 -0.64 -2.58
C 1.27 0.51 -2.48
C 0.71 1.94 -2.55
C 0.15 -3.41 4.33
H -0.66 3.35 -1.70
H -1.96 1.73 -0.27
H -2.63 2.46 -2.75
H -3.35 0.99 -2.10
H -2.64 0.23 -4.20
H -1.20 1.27 -4.23
H -1.48 -1.55 -3.40
H 0.78 -1.62 -2.56
H 2.03 0.39 -3.26
H 1.82 0.42 -1.53
H 1.57 2.62 -2.52
H 0.28 2.12 -3.54
H -0.36 -2.45 4.55
H 1.10 -3.46 4.88
H -0.49 -4.25 4.64
Se -1.70 0.09 4.22
C -1.15 1.09 2.86
N -0.78 1.75 1.95
*
```

Mulliken atomic charge list, values in e, 4 entries: atom 1 (P): 1.330, atom 2 (P): 0.324, atom 3 (C): -0.256, atom 4 (C): -0.697